[1]
Below is the ion C5H15N2 with charge +1 at a distorted geometry, with properties calculated with the ωB97M-V functional and the def2-TZVPD basis.

The SMILES is CC(C)[NH2+]CCN. The HOMO energy is -14.80 eV. As for the total charge: +1.

```
22
Properties=species:S:1:pos:R:3:lowdin_charge:R:1
C -0.36 0.35 -1.96 -0.0624
C 0.19 -0.80 -1.25 -0.4149
C -0.79 -1.89 -1.12 -0.0722
N 0.86 -0.52 0.14 0.1095
C 1.08 0.92 0.58 -0.1499
C -0.11 1.51 1.24 -0.1872
N -0.66 0.41 2.31 0.0047
H -0.86 0.05 -2.91 0.1169
H -1.14 0.96 -1.34 0.1185
H 0.45 0.99 -2.26 0.0791
H 0.97 -1.18 -1.88 0.1416
H -1.65 -1.65 -0.51 0.0780
H -0.42 -2.94 -0.67 0.1425
H -1.02 -2.13 -2.24 0.1357
H 0.20 -0.91 0.89 0.1625
H 1.62 -1.11 0.15 0.1363
H 1.42 1.50 -0.26 0.1232
H 1.88 0.90 1.30 0.1307
H -0.94 1.74 0.48 0.1136
H 0.14 2.45 1.86 0.1478
H -0.38 0.92 3.15 0.0668
H -1.68 0.62 2.27 0.0791
```

***

[2]
Below is the ion C5H15N2 with charge +2 at a distorted geometry, with properties calculated with the ωB97M-V functional and the def2-TZVPD basis.

As for the expectation value of S²: 0.755. The HOMO energy (spin up / spin down) is -19.63 / -19.61 eV. As for the spin multiplicity: 2. As for the total charge: +2.

```
22
Properties=species:S:1:pos:R:3:lowdin_charge:R:1
C -1.29 -1.53 1.11 -0.1435
C -1.20 0.14 0.86 -0.0409
C -1.12 0.30 -0.70 -0.1670
C -0.12 1.37 -1.17 -0.1662
C 1.25 1.52 -0.51 -0.1342
N 2.16 0.28 -0.61 0.2187
N -0.09 -2.21 0.96 0.2232
H -1.55 -1.61 2.22 0.1968
H -2.22 -1.78 0.62 0.1487
H -2.25 0.42 1.02 0.1286
H -0.51 0.57 1.56 0.1103
H -2.08 0.50 -1.19 0.1399
H -0.71 -0.66 -1.05 0.0984
H 0.05 1.60 -2.22 0.1357
H -0.61 2.32 -0.84 0.1477
H 1.77 2.33 -1.04 0.1436
H 1.33 1.88 0.52 0.1315
H 2.01 -0.41 0.12 0.1455
H 1.83 -0.19 -1.45 0.1716
H 3.13 0.62 -0.62 0.1819
H 0.41 -2.33 1.84 0.1608
H -0.20 -3.14 0.55 0.1690
```

***

[3]
Below is a cluster of 2 separate species, C5H15N2O in total at a distorted geometry, with properties calculated with the ωB97M-V functional and the def2-TZVPD basis.

The HOMO energy is -14.34 eV. As for the total charge: +1.

```
23
Properties=species:S:1:pos:R:3:lowdin_charge:R:1
C 0.13 -0.28 3.04 -0.0878
C -0.79 0.15 1.85 -0.2531
C 0.11 0.41 0.62 -0.1895
C -0.70 1.27 -0.43 -0.1443
N -1.50 0.41 -1.26 0.0703
C -1.13 -0.38 -2.22 -0.1298
N 0.10 -0.62 -2.64 0.2112
H -0.43 -0.89 3.76 0.0777
H 1.03 -0.76 2.72 0.0610
H 0.32 0.70 3.50 0.0808
H -1.44 -0.67 1.57 0.0989
H -1.39 1.01 2.18 0.1104
H 0.30 -0.54 0.12 0.0956
H 1.03 0.92 0.87 0.1116
H -1.35 1.98 0.10 0.1280
H 0.00 1.95 -0.94 0.1346
H -2.49 0.36 -1.08 0.1656
H -1.92 -0.92 -2.73 0.1688
H 0.92 -0.21 -2.23 0.0917
H 0.21 -1.02 -3.55 0.1343
H 2.94 -1.49 -1.63 0.0574
H 3.27 -0.74 -0.41 0.0634
O 2.76 -0.63 -1.23 -0.0568
```

***

[4]
Below is a cluster of 2 separate species, C5H15N2O in total at a distorted geometry, with properties calculated with the ωB97M-V functional and the def2-TZVPD basis.

The HOMO energy is -13.72 eV. As for the total charge: +1.

```
23
Properties=species:S:1:pos:R:3:lowdin_charge:R:1
C -1.28 1.25 0.07 -0.2184
N -0.67 2.19 -0.88 0.0087
C -0.63 -0.09 -0.06 -0.2226
N 0.95 0.09 -0.12 0.1002
C 1.52 -0.53 1.07 -0.1239
C 0.43 -1.20 1.92 -0.1258
C -0.89 -0.90 1.19 -0.1414
H -2.38 1.20 -0.03 0.1379
H -1.16 1.71 1.06 0.1358
H -0.57 1.76 -1.79 0.0676
H -1.17 3.05 -1.03 0.0896
H -0.84 -0.67 -0.95 0.1391
H 1.00 1.11 -0.20 0.1488
H 1.27 -0.21 -1.06 0.1300
H 2.07 0.19 1.67 0.1346
H 2.28 -1.30 0.90 0.1356
H 0.63 -2.25 2.07 0.1149
H 0.44 -0.77 2.91 0.1151
H -1.38 -1.86 0.93 0.1282
H -1.72 -0.66 1.86 0.1294
H 0.34 -1.38 -3.24 0.0695
H 0.83 0.02 -3.46 0.0858
O 0.92 -0.73 -2.83 -0.0389
```

***

[5]
Below is a cluster of 2 separate species, C5H15N2O in total at a distorted geometry, with properties calculated with the ωB97M-V functional and the def2-TZVPD basis.

The HOMO energy is -12.91 eV. As for the total charge: +1.

```
23
Properties=species:S:1:pos:R:3:lowdin_charge:R:1
C 1.19 1.67 1.56 -0.0382
C 0.53 0.54 0.80 -0.3569
C -0.48 0.97 -0.24 -0.1201
C -1.30 -0.11 -0.93 -0.3597
C -2.13 0.21 -1.91 0.0832
N -1.14 -1.46 -0.46 0.0488
N 0.02 -0.59 1.65 0.1939
H 0.47 2.28 2.10 0.0930
H 2.07 1.33 2.13 0.0960
H 1.76 2.36 0.93 0.1009
H 1.29 0.04 0.16 0.1257
H -0.01 1.59 -1.02 0.1373
H -1.12 1.84 0.03 0.1377
H -2.50 1.23 -1.97 0.0791
H -2.60 -0.50 -2.57 0.0751
H -0.50 -2.02 -1.02 0.1001
H -1.99 -2.01 -0.50 0.1145
H 0.80 -1.21 1.85 0.1659
H -0.70 -1.12 1.09 0.0946
H -0.23 -0.28 2.59 0.1701
H 2.23 -2.12 -0.79 0.0556
H 2.46 -0.98 -1.89 0.0503
O 1.87 -1.68 -1.58 -0.0468
```

***

[6]
Below is a cluster of 2 separate species, C5H15N2O in total at a distorted geometry, with properties calculated with the ωB97M-V functional and the def2-TZVPD basis.

The HOMO energy is -11.30 eV. As for the total charge: +1.

```
23
Properties=species:S:1:pos:R:3:lowdin_charge:R:1
C 0.83 0.21 0.83 -0.1294
C 1.59 -0.98 0.21 -0.1409
C 0.55 -1.95 -0.58 -0.2047
N -2.74 -0.26 -1.52 0.0515
C -1.73 -0.95 -0.87 -0.2240
C -0.48 -1.22 -1.34 -0.1855
N 1.33 1.51 0.09 0.1793
H 1.22 0.49 1.81 0.1071
H -0.27 0.32 0.83 0.1131
H 2.33 -0.70 -0.56 0.1119
H 2.04 -1.47 1.09 0.1139
H 0.08 -2.62 0.18 0.1167
H 1.15 -2.66 -1.24 0.1321
H -2.67 -0.14 -2.51 0.0940
H -3.64 -0.44 -1.11 0.0843
H -2.09 -1.59 0.01 0.1483
H -0.21 -0.71 -2.26 0.1052
H 1.08 1.51 -0.90 0.1575
H 0.87 2.28 0.56 0.1100
H 2.34 1.52 0.13 0.1523
H -1.20 3.03 2.11 0.0711
H -0.01 2.30 2.95 0.0729
O -0.39 2.52 2.09 -0.0366
```

***

[7]
Below is a cluster of 2 separate species, C5H15N2O in total at a distorted geometry, with properties calculated with the ωB97M-V functional and the def2-TZVPD basis.

The HOMO energy is -13.88 eV. As for the total charge: +1.

```
23
Properties=species:S:1:pos:R:3:lowdin_charge:R:1
C -0.71 0.87 -3.25 -0.0882
C -0.25 0.77 -1.77 -0.2430
C 0.26 -0.65 -1.44 -0.1296
C 0.42 -0.77 0.07 -0.2350
C 1.48 -1.22 0.73 -0.0925
N 1.39 -1.40 2.15 0.0188
N -0.70 -0.46 0.93 0.2023
H -1.51 0.15 -3.42 0.0760
H 0.17 0.73 -3.86 0.0744
H -0.98 1.90 -3.52 0.0781
H 0.56 1.48 -1.66 0.1158
H -1.09 1.04 -1.13 0.0914
H 1.25 -0.82 -1.85 0.1263
H -0.44 -1.41 -1.77 0.1260
H 2.34 -1.65 0.23 0.1315
H 1.64 -2.35 2.44 0.1082
H 1.98 -0.75 2.67 0.1072
H -0.89 0.55 1.07 0.1068
H -1.60 -0.88 0.74 0.1796
H -0.38 -0.80 1.87 0.1425
H -1.03 2.78 2.65 0.0886
H -2.24 2.32 1.89 0.0596
O -1.31 2.11 1.99 -0.0448
```

***

[8]
Below is a cluster of 3 separate species, C5H15N2O3 in total at a distorted geometry, with properties calculated with the ωB97M-V functional and the def2-TZVPD basis.

The HOMO energy is -11.18 eV. As for the total charge: +1.

```
25
Properties=species:S:1:pos:R:3:lowdin_charge:R:1
O 1.34 0.91 -2.53 0.0924
C 0.39 0.55 -1.88 -0.1740
C 0.23 0.93 -0.44 -0.2660
C 0.37 -0.23 0.54 -0.1646
C -0.90 -1.00 0.77 -0.1259
C -0.99 -2.22 1.31 -0.2136
N -2.09 -3.01 1.31 0.0721
N 1.20 2.01 -0.11 0.2364
H -0.36 -0.13 -2.31 0.1525
H -0.82 1.22 -0.37 0.1206
H 0.77 0.16 1.49 0.1208
H 1.16 -0.94 0.27 0.1201
H -1.81 -0.54 0.40 0.0860
H -0.08 -2.71 1.65 0.1295
H -2.98 -2.71 0.97 0.0974
H -2.05 -3.82 1.92 0.0993
H 0.84 2.94 -0.35 0.1853
H 2.05 1.83 -0.66 0.1330
H 1.43 2.03 0.89 0.1656
H -3.61 1.87 -0.68 0.0606
H -3.22 0.56 -1.27 0.0501
O -2.89 1.47 -1.19 -0.0556
H 4.46 0.19 0.69 0.0680
H 3.83 0.08 -0.63 0.0631
O 3.70 0.56 0.20 -0.0532
```

***

[9]
Below is a cluster of 2 separate species, C5H15N2PS2 in total at a distorted geometry, with properties calculated with the ωB97M-V functional and the def2-TZVPD basis.

The SMILES is CN[P@@H](N)=S.CCCC=S. The HOMO energy (spin up / spin down) is -8.62 / -8.62 eV.

```
25
Properties=species:S:1:pos:R:3:lowdin_charge:R:1
C -3.60 1.19 2.14 -0.1596
N -2.73 0.17 1.47 -0.2956
P -2.89 -0.26 -0.18 0.1280
N -2.92 1.18 -0.91 -0.1786
S -1.60 -1.48 -0.97 0.1731
H -4.62 0.81 2.44 0.0859
H -3.19 1.60 3.10 0.0834
H -3.59 2.08 1.54 0.0356
H -2.35 -0.50 2.15 0.0861
H -4.25 -0.73 -0.12 0.0118
H -1.93 1.56 -1.02 0.0438
H -3.34 1.86 -0.26 0.0219
C 2.92 -1.40 1.58 -0.1133
C 2.91 -0.04 0.79 -0.2820
C 1.56 0.32 0.24 -0.3174
C 1.61 0.55 -1.30 -0.6474
S 0.86 1.78 -2.03 0.6612
H 2.48 -1.21 2.62 0.0806
H 3.98 -1.65 1.82 0.0653
H 2.38 -2.23 1.02 0.0891
H 3.57 -0.14 -0.07 0.0772
H 3.36 0.85 1.45 0.1476
H 1.14 1.20 0.69 0.0910
H 0.85 -0.42 0.51 0.0509
H 2.41 -0.01 -1.83 0.0615
```

***

[10]
Below is a cluster of 2 separate species, C5H15N2S in total at a distorted geometry, with properties calculated with the ωB97M-V functional and the def2-TZVPD basis.

The HOMO energy is -13.23 eV. As for the total charge: +1.

```
23
Properties=species:S:1:pos:R:3:lowdin_charge:R:1
N 0.82 -0.69 -1.91 0.0250
C 0.24 0.66 -1.40 -0.3372
C -1.23 0.32 -1.04 -0.5615
S -1.40 -1.15 -0.15 0.9450
C 1.14 1.23 -0.26 -0.1735
N 1.39 0.63 1.05 -0.1867
C 1.86 -0.73 1.02 -0.0523
C 0.25 0.85 2.02 -0.0103
H 0.15 -1.42 -1.61 -0.0158
H 0.82 -0.62 -2.89 0.0506
H -5.25 -2.63 0.03 0.0134
H 0.11 1.44 -2.17 0.1506
H -1.75 1.11 -0.42 0.1048
H -1.94 0.54 -1.90 0.1374
H -4.78 -2.76 0.49 0.0020
H 1.12 2.36 -0.08 0.1535
H 2.15 1.38 -0.72 0.1344
H 1.05 -1.37 0.64 0.0551
H 2.10 -1.09 2.02 0.1097
H 2.70 -0.82 0.22 0.1528
H 0.84 0.83 2.99 0.1243
H -0.47 0.00 1.78 0.0618
H 0.06 1.92 2.27 0.1168
```

***

[11]
Below is an isolated molecule of C5H15N3 at a distorted geometry, with properties calculated with the ωB97M-V functional and the def2-TZVPD basis.

The SMILES is CN[C@@H](C)CNCN. The HOMO energy is -8.29 eV.

```
23
Properties=species:S:1:pos:R:3:lowdin_charge:R:1
C -1.36 -2.01 0.80 -0.1318
N -0.38 -1.18 1.47 -0.0992
C -0.16 0.18 0.96 -0.3736
C -0.17 1.16 2.14 -0.0488
C 1.22 0.23 0.23 -0.1942
N 1.26 -0.07 -1.20 -0.0621
C 0.74 0.95 -2.06 -0.3351
N -0.65 0.69 -2.46 0.0046
H -1.99 -2.58 1.49 0.0749
H -0.89 -2.70 0.08 0.0721
H -2.07 -1.41 0.22 0.0677
H -0.42 -1.24 2.47 0.0894
H -0.96 0.40 0.25 0.1053
H 0.59 1.94 2.06 0.0686
H -1.12 1.66 2.27 0.0743
H 0.07 0.65 3.06 0.0688
H 1.93 -0.40 0.75 0.1151
H 1.67 1.21 0.34 0.0953
H 0.74 -0.92 -1.39 0.1033
H 1.29 0.98 -3.00 0.1019
H 0.85 1.92 -1.57 0.1078
H -1.21 0.38 -1.68 0.0334
H -1.08 1.47 -2.93 0.0623
```

***

[12]
Below is a cluster of 3 separate species, C5H15N3 in total at a distorted geometry, with properties calculated with the ωB97M-V functional and the def2-TZVPD basis.

The HOMO energy (spin up / spin down) is -5.90 / -5.92 eV.

```
23
Properties=species:S:1:pos:R:3:lowdin_charge:R:1
C -0.34 -0.06 0.90 -0.2560
C -0.32 -0.25 -0.48 -0.2596
C 1.80 -0.64 0.37 -0.1483
C -0.72 -1.55 -1.11 -0.0786
C 2.49 0.69 0.43 -0.1918
N -2.11 0.94 -0.44 -0.1430
N -1.79 2.20 -0.98 -0.1279
N -0.92 -0.91 1.77 0.1288
H -2.60 0.44 -1.19 0.0160
H -0.10 0.92 1.28 0.1320
H 0.17 0.51 -1.08 0.0911
H -1.55 2.83 -0.22 0.0419
H -1.00 2.19 -1.64 0.0431
H -1.34 -1.77 1.45 0.1007
H -1.11 -0.59 2.71 0.1068
H 2.03 -1.22 -0.52 0.0589
H 1.89 -1.26 1.25 0.0567
H -0.60 -1.52 -2.19 0.0825
H -1.78 -1.76 -0.90 0.0779
H -0.14 -2.39 -0.72 0.0800
H 3.55 0.65 0.13 0.0640
H 2.46 1.12 1.44 0.0649
H 2.02 1.42 -0.25 0.0600
```

***

ΔE to the lowest compared entry with this formula, charge and spin (computed, kJ/mol): 154.0 186.5 55.4 99.1 170.2 162.4 94.0 170.8 48.3 783.5 147.3 588.3
Energy (computed, Ha): -308.73400 -308.26717 -384.02993 -384.01329 -383.98620 -383.98917 -384.01523 -534.48059 -1446.72024 -706.67820 -363.73099 -363.56304